A structure of composition C48H45As2F4N2SnTe in a non-equilibrium geometry, computed with ωB97M-V/def2-TZVPD.

Summary:
net charge: +1
HOMO-LUMO gap: 7.30 eV
ΔE to the lowest compared entry with this formula, charge and spin: 0.0 kJ/mol
calculated total energy: -7318.6145 a.u.

Geometry (Å):
Sn 0.47 0.85 1.16
C 2.53 -0.24 3.59
N 1.83 1.04 3.24
C 2.82 2.16 3.11
C 0.70 1.35 4.15
C -0.05 2.58 3.71
N -0.42 2.44 2.32
C -1.20 3.42 1.75
C -1.64 3.24 0.41
F -1.17 2.14 -0.30
C -2.43 4.15 -0.22
F -2.89 3.88 -1.47
C -2.86 5.33 0.43
C -2.44 5.55 1.74
F -2.88 6.63 2.44
C -1.56 4.68 2.33
F -0.95 5.01 3.50
H 3.24 -0.13 4.45
H 1.75 -0.94 3.87
H 3.08 -0.56 2.67
H 3.29 2.38 4.09
H 3.56 1.88 2.36
H 2.29 3.07 2.77
H 0.08 0.45 4.21
H 1.05 1.52 5.17
H -0.90 2.68 4.40
H 0.50 3.48 3.94
H -3.49 6.03 -0.09
C -0.18 -2.50 -0.69
C -0.54 -2.94 0.72
As -1.24 -1.50 1.95
C -1.53 -2.63 3.55
C -2.51 -2.23 4.49
C -2.70 -2.90 5.68
C -1.97 -4.06 5.96
C -1.07 -4.53 5.01
C -0.82 -3.76 3.83
C -3.14 -1.41 1.48
C -4.00 -2.48 1.65
C -5.33 -2.41 1.22
C -5.81 -1.24 0.67
C -4.99 -0.12 0.61
C -3.69 -0.18 1.09
As -1.85 -2.08 -1.75
C -1.64 -3.54 -3.09
C -2.27 -4.72 -2.73
C -2.25 -5.80 -3.59
C -1.64 -5.68 -4.85
C -0.97 -4.53 -5.19
C -1.01 -3.42 -4.33
C -1.22 -0.57 -2.87
C -2.17 -0.14 -3.82
C -1.92 0.87 -4.73
C -0.66 1.44 -4.73
C 0.28 1.05 -3.81
C -0.02 0.09 -2.85
H 0.33 -3.27 -1.29
H 0.43 -1.58 -0.74
H 0.30 -3.35 1.27
H -1.36 -3.69 0.71
H -3.12 -1.34 4.29
H -3.42 -2.55 6.42
H -2.03 -4.61 6.90
H -0.45 -5.41 5.16
H -0.16 -4.20 3.07
H -3.64 -3.39 2.18
H -5.97 -3.31 1.33
H -6.85 -1.20 0.33
H -5.35 0.83 0.18
H -3.02 0.70 1.08
H -2.78 -4.82 -1.76
H -2.72 -6.73 -3.31
H -1.65 -6.53 -5.55
H -0.40 -4.46 -6.10
H -0.51 -2.49 -4.58
H -3.08 -0.69 -3.90
H -2.66 1.16 -5.52
H -0.44 2.19 -5.47
H 1.27 1.47 -3.89
H 0.73 -0.19 -2.11
Te 3.64 0.28 -0.27
C 4.66 0.04 -2.20
C 3.90 0.08 -3.37
C 4.50 0.11 -4.63
C 5.89 0.13 -4.71
C 6.67 -0.04 -3.56
C 6.05 -0.11 -2.32
C 3.60 2.44 -0.49
C 4.55 3.27 0.10
C 4.50 4.65 -0.04
C 3.40 5.23 -0.69
C 2.43 4.43 -1.23
C 2.50 3.04 -1.14
H 2.79 0.06 -3.36
H 3.88 0.10 -5.52
H 6.37 0.30 -5.67
H 7.74 -0.15 -3.60
H 6.67 -0.22 -1.42
H 5.38 2.77 0.61
H 5.32 5.27 0.31
H 3.35 6.34 -0.78
H 1.56 4.88 -1.71
H 1.73 2.42 -1.63



A cluster of 9 separate species, C48H45BF8O2PS in total in a non-equilibrium geometry, computed with ωB97M-V/def2-TZVPD.

Summary:
net charge: -1
HOMO-LUMO gap: 5.94 eV
calculated total energy: -3569.9848 a.u.

Geometry (Å):
B -3.11 -5.27 3.78
P -2.78 -7.07 3.14
O -3.72 -8.09 4.12
O -1.22 -7.60 3.53
S -3.17 -7.38 1.26
H -2.87 -4.45 2.94
H -2.50 -5.13 4.81
H -4.29 -5.26 4.03
H -3.46 -7.86 5.00
H -0.63 -7.23 2.89
F -4.88 -2.62 3.04
C -5.01 -2.14 1.81
C -6.21 -2.31 1.14
C -6.35 -1.80 -0.14
C -5.29 -1.13 -0.75
C -4.10 -0.97 -0.06
C -3.95 -1.47 1.22
H -7.02 -2.85 1.62
H -7.29 -1.92 -0.67
H -5.41 -0.73 -1.75
H -3.27 -0.45 -0.53
H -3.03 -1.35 1.77
F -0.80 1.07 1.67
C -1.53 2.16 1.40
C -1.38 2.79 0.18
C -2.15 3.91 -0.10
C -3.05 4.40 0.84
C -3.19 3.75 2.06
C -2.43 2.62 2.35
H -0.67 2.40 -0.54
H -2.04 4.41 -1.05
H -3.64 5.27 0.62
H -3.88 4.13 2.80
H -2.53 2.10 3.29
F -0.88 4.00 -2.88
C 0.39 4.03 -3.32
C 0.72 3.34 -4.48
C 2.03 3.37 -4.93
C 2.99 4.08 -4.23
C 2.65 4.76 -3.07
C 1.34 4.74 -2.61
H -0.05 2.79 -5.01
H 2.30 2.84 -5.84
H 4.02 4.10 -4.58
H 3.40 5.31 -2.52
H 1.05 5.27 -1.71
F 2.91 2.26 -8.89
C 3.72 1.24 -8.54
C 5.09 1.46 -8.50
C 5.92 0.42 -8.13
C 5.39 -0.83 -7.81
C 4.02 -1.03 -7.86
C 3.17 0.02 -8.22
H 5.48 2.43 -8.76
H 6.99 0.57 -8.09
H 6.05 -1.64 -7.53
H 3.60 -1.99 -7.61
H 2.10 -0.12 -8.25
F 4.61 6.97 -2.10
C 5.92 6.97 -1.78
C 6.62 5.78 -1.81
C 7.97 5.78 -1.49
C 8.60 6.97 -1.13
C 7.88 8.16 -1.10
C 6.53 8.16 -1.44
H 6.11 4.87 -2.08
H 8.53 4.86 -1.51
H 9.65 6.97 -0.88
H 8.36 9.08 -0.82
H 5.95 9.08 -1.43
F -2.82 -4.20 7.10
C -1.51 -4.20 7.35
C -0.80 -5.39 7.26
C 0.56 -5.38 7.52
C 1.20 -4.21 7.89
C 0.47 -3.02 7.98
C -0.89 -3.02 7.71
H -1.32 -6.29 6.97
H 1.12 -6.30 7.44
H 2.26 -4.21 8.09
H 0.97 -2.10 8.26
H -1.47 -2.10 7.77
F -2.93 10.59 -5.05
C -2.11 9.58 -4.70
C -0.74 9.80 -4.66
C 0.10 8.76 -4.30
C -0.43 7.51 -3.98
C -1.81 7.31 -4.03
C -2.65 8.35 -4.39
H -0.35 10.78 -4.91
H 1.17 8.92 -4.25
H 0.23 6.70 -3.71
H -2.22 6.33 -3.80
H -3.72 8.21 -4.43
F -3.23 -14.26 5.89
C -2.72 -13.02 5.70
C -2.18 -12.34 6.78
C -1.66 -11.07 6.58
C -1.68 -10.50 5.32
C -2.23 -11.19 4.25
C -2.75 -12.46 4.44
H -2.18 -12.81 7.76
H -1.23 -10.53 7.41
H -1.28 -9.50 5.16
H -2.26 -10.73 3.27
H -3.18 -13.02 3.62